[1]
# C25H75N15O10

10 unconnected molecules or ions with the total composition C25H75N15O10 in a non-equilibrium geometry (ωB97M-V/def2-TZVPD, the OMol25 dataset).

Each line ends with the Löwdin charge.
Element x y z (Å)
C (1.35704, -1.24738, 5.13731)  -0.14
O (2.16341, -0.42261, 5.90450)  -0.18
C (1.74497, 0.93614, 5.89588)  -0.21
C (1.83158, 1.55780, 4.51274)  -0.37
C (3.31219, 1.79986, 4.18835)  -0.06
N (1.28928, 2.99417, 4.73887)  0.03
H (1.70080, -2.31655, 5.20446)  0.11
H (1.25879, -0.91948, 4.08536)  0.06
H (0.29674, -1.25322, 5.46552)  0.09
H (0.74852, 0.99961, 6.36035)  0.13
H (2.36171, 1.48179, 6.61416)  0.13
H (1.26422, 1.00206, 3.80512)  0.08
H (3.67138, 1.87356, 3.17263)  0.05
H (3.89068, 0.95879, 4.58022)  0.08
H (3.52209, 2.77077, 4.70175)  0.09
H (0.30807, 2.97088, 5.04283)  0.04
H (1.31236, 3.53315, 3.88487)  0.03
C (-0.79275, 3.80136, 2.24067)  -0.09
O (-1.18936, 3.67472, 0.85666)  -0.22
C (-2.43320, 3.02689, 0.62719)  -0.21
C (-2.81451, 3.17290, -0.82349)  -0.42
C (-4.27017, 2.90947, -1.00928)  -0.05
N (-1.96706, 2.19850, -1.54204)  0.04
H (-0.43903, 2.85092, 2.72106)  0.06
H (-1.63196, 4.08248, 2.92017)  0.10
H (0.00909, 4.55257, 2.26613)  0.08
H (-2.39213, 1.96015, 1.00346)  0.14
H (-3.25735, 3.50607, 1.22950)  0.13
H (-2.43765, 4.10304, -1.16076)  0.13
H (-4.50212, 1.87542, -0.77376)  0.06
H (-4.60738, 3.12029, -2.02371)  0.08
H (-4.88452, 3.49745, -0.31213)  0.09
H (-2.11281, 2.35781, -2.54836)  0.09
H (-0.96797, 2.41135, -1.47848)  0.03
C (1.96832, 2.99340, -4.95052)  -0.12
O (2.40169, 1.84104, -4.32500)  -0.25
C (1.45574, 0.82036, -4.34569)  -0.22
C (2.20015, -0.31926, -3.56513)  -0.39
C (3.45920, -0.64698, -4.37807)  -0.04
N (1.47275, -1.58973, -3.39126)  0.05
H (1.84128, 2.72729, -6.06379)  0.12
H (2.68630, 3.79203, -4.97587)  0.08
H (1.02600, 3.37058, -4.48259)  0.10
H (0.42748, 1.09814, -3.78039)  0.15
H (1.21358, 0.54771, -5.34827)  0.08
H (2.42502, 0.09902, -2.59107)  0.12
H (3.08355, -1.29329, -5.16728)  0.07
H (4.12389, -1.32943, -3.80762)  0.08
H (4.05544, 0.16984, -4.72007)  0.07
H (1.39145, -2.07751, -4.29316)  0.08
H (0.55001, -1.53715, -2.95826)  0.06
C (-1.23410, -0.92024, -5.75444)  -0.08
O (-1.45566, -1.53587, -4.45805)  -0.22
C (-2.33350, -0.74115, -3.69500)  -0.20
C (-2.82335, -1.69188, -2.47206)  -0.37
C (-3.49926, -2.96350, -3.00723)  -0.05
N (-3.67711, -0.89548, -1.53933)  0.02
H (-0.82304, -1.69530, -6.40018)  0.08
H (-0.42093, -0.14440, -5.78605)  0.06
H (-2.23985, -0.56364, -6.13583)  0.11
H (-1.77229, 0.15301, -3.38259)  0.09
H (-3.18472, -0.41569, -4.28641)  0.11
H (-1.89812, -1.95287, -1.95304)  0.10
H (-3.85753, -3.57467, -2.19219)  0.06
H (-2.84762, -3.71887, -3.43425)  0.08
H (-4.38174, -2.85120, -3.62966)  0.08
H (-3.20856, 0.02850, -1.45436)  0.04
H (-4.60697, -0.71051, -1.94444)  0.09
C (4.00582, -0.62207, 1.80629)  -0.10
O (4.17004, -1.53988, 0.75795)  -0.18
C (2.99004, -2.07607, 0.16175)  -0.22
C (3.27114, -3.43979, -0.23569)  -0.41
C (4.64551, -3.65105, -0.86196)  -0.04
N (2.03287, -3.91925, -1.00548)  0.05
H (3.22640, 0.14175, 1.55240)  0.07
H (4.93157, -0.11066, 2.05056)  0.09
H (3.65702, -1.10035, 2.69800)  0.08
H (2.11169, -2.09695, 0.83072)  0.11
H (2.79963, -1.45628, -0.71454)  0.12
H (3.25103, -3.97615, 0.70299)  0.13
H (5.43252, -3.45124, -0.10382)  0.10
H (4.72712, -3.09521, -1.75824)  0.05
H (4.71853, -4.69488, -1.17803)  0.07
H (1.75728, -3.20452, -1.70051)  0.04
H (2.26247, -4.71826, -1.56090)  0.05
N (-1.73552, 0.37883, 3.57503)  0.19
C (-2.33248, 1.18922, 4.51371)  -0.62
N (-3.71918, 1.06049, 4.75623)  0.15
O (-1.66011, 2.01065, 5.11684)  -0.01
H (-2.12679, -0.48182, 3.21433)  0.08
H (-0.76241, 0.54421, 3.47236)  0.05
H (-4.19698, 1.57731, 5.49176)  0.10
H (-4.20770, 0.25954, 4.38676)  0.04
N (-4.91394, -0.28209, 1.51753)  0.19
C (-4.31158, -1.36227, 2.04597)  -0.66
N (-3.86056, -2.34440, 1.21122)  0.17
O (-4.06546, -1.46821, 3.25762)  -0.02
H (-4.90811, -0.23322, 0.52493)  0.05
H (-5.07325, 0.49034, 2.12324)  0.09
H (-4.10472, -2.37529, 0.23399)  0.06
H (-3.33797, -3.15370, 1.54517)  0.07
N (0.03188, -3.87285, 1.45908)  0.16
C (-1.03575, -4.74901, 1.46839)  -0.62
N (-0.86822, -5.88990, 0.61287)  0.13
O (-2.08004, -4.58418, 2.04943)  0.02
H (0.56461, -4.04650, 0.61569)  0.03
H (-0.19771, -2.87289, 1.58856)  0.08
H (-0.08077, -6.03399, -0.00609)  0.07
H (-1.48643, -6.66854, 0.67255)  0.08
N (3.16106, 3.29141, -1.87038)  0.18
C (1.86493, 3.47299, -1.45205)  -0.64
N (1.51963, 4.52528, -0.65717)  0.19
O (0.99994, 2.72021, -1.88859)  -0.03
H (3.84493, 4.04660, -1.71205)  0.12
H (3.26750, 2.60888, -2.62186)  0.09
H (2.18174, 5.07338, -0.12520)  0.11
H (0.65227, 4.38736, -0.19390)  0.06
N (-0.75036, -0.50855, -0.29297)  0.20
C (0.12136, -0.11177, 0.69091)  -0.68
N (0.70982, 1.08994, 0.62693)  0.23
O (0.26196, -0.76878, 1.68505)  0.01
H (-1.31475, -1.27621, -0.06427)  0.06
H (-1.20153, 0.26071, -0.79142)  0.05
H (1.54559, 1.14688, 1.15264)  0.08
H (0.75394, 1.66777, -0.19290)  0.05

The calculation puts the HOMO energy at -8.738 eV. Its gap between HOMO and LUMO is 8.972 eV.

[2]
# C9H12NS

A gas-phase ion, C9H12NS (charge +1) in a non-equilibrium geometry (ωB97M-V/def2-TZVPD, the OMol25 dataset).

Each line ends with the Löwdin charge.
Element x y z (Å)
S (0.94348, -1.29577, -2.12943)  0.82
C (1.76669, 0.24968, -2.35082)  -0.45
C (1.13492, 1.46043, -2.26307)  -0.17
C (-0.24157, 1.78229, -1.96254)  -0.07
C (-0.97939, 1.37152, -0.89736)  -0.05
C (-0.66478, 0.40283, 0.18229)  -0.24
C (0.63762, 0.01863, 0.48218)  -0.06
N (0.73431, -1.16961, 1.43138)  0.01
C (-0.12097, -1.00747, 2.66267)  -0.10
C (-1.57202, -0.96986, 2.09745)  -0.01
C (-1.73508, -0.30137, 0.90153)  -0.03
H (-0.25752, -0.69338, -1.93966)  -0.10
H (2.76454, 0.01978, -2.66989)  0.06
H (1.73891, 2.26230, -2.43589)  0.08
H (-0.57832, 2.50631, -2.63202)  0.10
H (-2.01773, 1.62762, -1.08562)  0.12
H (1.41637, 0.72235, 0.26484)  0.12
H (1.70515, -1.52871, 1.85582)  0.24
H (0.36819, -2.10268, 0.94453)  0.22
H (0.19155, -0.02705, 3.08569)  0.15
H (-0.01335, -1.84870, 3.33156)  0.13
H (-2.42674, -1.43096, 2.49288)  0.09
H (-2.79426, -0.04818, 0.63347)  0.14

The calculation puts the HOMO energy at -11.963 eV. As for the charge: +1. Its gap between HOMO and LUMO is 7.642 eV.

[3]
# C4H4O3

A molecular structure, C4H4O3 in a non-equilibrium geometry (ωB97M-V/def2-TZVPD, the OMol25 dataset).

Each line ends with the Löwdin charge.
Element x y z (Å)
C (1.40915, -0.17771, -0.12521)  -0.51
C (-0.80767, -1.02410, 0.14280)  -0.33
C (-0.66615, 0.86408, -0.49120)  -0.12
C (0.63629, 1.04482, 0.10089)  0.04
H (-1.26352, -2.17645, 0.11033)  0.19
H (-0.81948, -0.70467, 1.29198)  0.18
H (-1.15464, 1.88748, -0.21349)  0.15
H (1.06961, 2.11500, 0.51379)  0.18
O (2.51639, -0.31233, -0.44286)  0.16
O (0.55169, -1.32624, -0.29276)  0.00
O (-1.47166, -0.18986, -0.59427)  0.05

The calculation puts the HOMO energy at -10.165 eV. Its gap between HOMO and LUMO is 10.143 eV.

[4]
# C20H22HgN6OS2Se

A molecular structure, C20H22HgN6OS2Se (ωB97M-V/def2-TZVPD, the OMol25 dataset).

Each line ends with the Löwdin charge.
Element x y z (Å)
Hg (0.24787, -2.57752, -1.31648)  0.77
N (3.19925, -2.74286, -0.72451)  -0.01
N (3.54378, -2.47159, 0.58953)  -0.09
C (2.64880, -2.43762, 1.59575)  -0.89
N (3.15333, -2.18105, 2.81170)  0.10
S (0.99516, -2.68387, 1.44236)  0.58
H (3.53083, -3.65690, -1.00529)  0.10
H (3.57517, -2.03259, -1.33783)  0.09
H (4.51965, -2.35639, 0.82028)  0.15
H (4.13924, -2.07429, 2.98419)  0.11
H (2.52939, -2.19172, 3.59839)  0.10
O (0.28432, 0.04908, -0.81565)  -0.67
S (0.15679, 1.15108, -1.81293)  0.93
C (1.89319, 1.66565, -2.20092)  -0.27
C (2.70320, 1.98444, -0.98623)  -0.30
C (2.99193, 0.99652, -0.04532)  -0.05
C (3.70470, 1.30971, 1.10169)  -0.07
C (4.15856, 2.60389, 1.31252)  -0.08
C (3.87620, 3.59221, 0.38160)  -0.07
C (3.14487, 3.28523, -0.75570)  -0.05
C (-0.34777, 2.63341, -0.84004)  -0.26
C (-1.49163, 2.26008, 0.04703)  -0.30
C (-1.25532, 1.89343, 1.36729)  -0.03
C (-2.31185, 1.58458, 2.20960)  -0.06
C (-3.61607, 1.63480, 1.73870)  -0.08
C (-3.85517, 1.94974, 0.40843)  -0.09
C (-2.79816, 2.25484, -0.43477)  -0.07
H (1.80437, 2.51630, -2.87807)  0.10
H (2.29162, 0.81067, -2.74844)  0.09
H (2.62733, -0.01036, -0.20402)  0.08
H (3.90393, 0.54148, 1.83896)  0.09
H (4.73636, 2.84091, 2.19605)  0.11
H (4.22395, 4.60432, 0.53972)  0.11
H (2.92369, 4.06208, -1.47848)  0.12
H (-0.62699, 3.38237, -1.58292)  0.11
H (0.51296, 2.96548, -0.26354)  0.09
H (-0.23714, 1.86304, 1.73681)  0.12
H (-2.11907, 1.31489, 3.23960)  0.11
H (-4.44379, 1.43375, 2.40572)  0.11
H (-4.86907, 1.97301, 0.02912)  0.11
H (-2.98852, 2.51478, -1.47087)  0.12
Se (-3.01947, -5.93975, -0.71925)  1.17
N (-4.53432, -5.07657, -0.61191)  -0.24
C (-4.27487, -3.79524, -0.80315)  -0.38
C (-5.20561, -2.72520, -0.80020)  0.02
C (-4.72026, -1.47032, -1.00700)  -0.03
C (-3.32913, -1.25783, -1.22128)  -0.09
N (-2.44532, -2.21478, -1.24432)  0.05
C (-2.88054, -3.47808, -1.03620)  -0.50
N (-2.05434, -4.50875, -1.02652)  -0.29
H (-6.25671, -2.91562, -0.63147)  0.13
H (-5.38783, -0.62025, -1.02091)  0.11
H (-2.95151, -0.25261, -1.37082)  0.10

The calculation puts the HOMO energy (spin up / spin down) at -10.181 / -11.399 eV. The expectation value of S² is 0.754. As for the charge: +1. Its gap between HOMO and LUMO (spin up / spin down) is 6.719 / 7.189 eV. As for the spin multiplicity: 2.

[5]
# C3H2I4

A molecular structure, C3H2I4 in a non-equilibrium geometry (ωB97M-V/def2-TZVPD, the OMol25 dataset).

Each line ends with the Löwdin charge.
Element x y z (Å)
C (0.18500, 0.24330, 0.48321)  -0.95
C (0.74625, -0.89202, 0.74560)  -1.42
C (-0.53511, 0.75559, -1.11951)  -0.67
I (-0.33640, 1.80773, 1.90179)  0.75
I (1.45382, -1.34491, 2.68769)  0.74
I (1.28286, -2.30834, -0.68425)  0.81
I (-2.36270, -0.33857, -1.14795)  0.73
H (-0.59705, 1.84535, -0.95902)  -0.01
H (0.16332, 0.23187, -1.90755)  0.02

The calculation puts the HOMO energy at -9.128 eV. Its gap between HOMO and LUMO is 8.718 eV.

[6]
# C47H49BCaN9O4S2

A molecular structure, C47H49BCaN9O4S2 (ωB97M-V/def2-TZVPD, the OMol25 dataset).

Each line ends with the Löwdin charge.
Element x y z (Å)
Ca (-1.05421, -2.19377, -0.82234)  1.32
C (6.83337, -1.59641, 4.49114)  -0.04
C (5.61975, -1.49784, 3.61171)  -0.26
C (4.35289, -1.33847, 4.16943)  -0.03
C (3.22348, -1.26406, 3.37146)  -0.06
C (3.36931, -1.35574, 1.99490)  -0.37
C (4.61293, -1.54237, 1.41250)  -0.07
C (5.73283, -1.59777, 2.22662)  -0.03
S (1.93076, -1.30278, 0.95360)  1.00
O (0.68166, -1.47125, 1.75284)  -0.48
C (2.00171, 0.38991, 0.34949)  -0.29
C (2.70560, 0.51605, -0.87185)  -0.06
C (2.83313, 1.73546, -1.46360)  -0.01
C (2.26933, 2.88670, -0.86031)  -0.16
C (2.41254, 4.16841, -1.44881)  -0.03
C (1.87786, 5.27325, -0.85384)  -0.06
C (1.17778, 5.14795, 0.36648)  -0.06
C (1.01572, 3.92500, 0.95175)  -0.02
C (1.54750, 2.75490, 0.34895)  -0.11
C (1.38843, 1.46318, 0.94299)  -0.16
C (0.56546, 1.35634, 2.18527)  -0.16
C (1.17515, 1.56086, 3.45808)  -0.11
C (2.54622, 1.89672, 3.58474)  -0.02
C (3.10544, 2.07640, 4.81659)  -0.06
C (2.32560, 1.92274, 5.98260)  -0.06
C (1.00081, 1.60493, 5.88855)  -0.02
C (0.38954, 1.42203, 4.62479)  -0.14
C (-0.99160, 1.10695, 4.51427)  0.00
C (-1.57255, 0.95602, 3.29427)  -0.03
C (-0.78077, 1.09641, 2.13306)  -0.30
S (-1.47731, 0.79810, 0.53244)  1.03
O (-2.02095, -0.61888, 0.52637)  -0.63
C (-2.91776, 1.83182, 0.51520)  -0.38
C (-4.18119, 1.26762, 0.56601)  -0.05
C (-5.28514, 2.10260, 0.47523)  -0.02
C (-5.14516, 3.47904, 0.32609)  -0.26
C (-6.35498, 4.36077, 0.20999)  -0.04
C (-3.85892, 4.01525, 0.26498)  -0.03
C (-2.74255, 3.20012, 0.35058)  -0.07
H (6.74268, -0.94662, 5.36109)  0.08
H (7.73855, -1.32152, 3.95159)  0.08
H (6.96274, -2.61673, 4.85725)  0.09
H (4.24902, -1.26554, 5.24543)  0.12
H (2.23685, -1.15020, 3.80328)  0.12
H (4.71284, -1.63986, 0.33761)  0.11
H (6.70988, -1.73166, 1.77925)  0.12
H (3.11401, -0.36953, -1.34348)  0.11
H (3.37052, 1.83813, -2.39823)  0.12
H (2.96571, 4.25195, -2.37648)  0.12
H (2.00026, 6.24864, -1.30570)  0.11
H (0.77699, 6.03111, 0.84678)  0.11
H (0.49149, 3.84399, 1.89535)  0.12
H (3.15090, 2.00480, 2.69286)  0.13
H (4.15336, 2.33178, 4.90230)  0.11
H (2.78015, 2.06423, 6.95421)  0.11
H (0.39505, 1.49302, 6.77905)  0.12
H (-1.57512, 0.99482, 5.41913)  0.12
H (-2.62321, 0.71343, 3.20012)  0.12
H (-4.28871, 0.19516, 0.66480)  0.11
H (-6.27649, 1.66787, 0.51953)  0.12
H (-7.08995, 4.12591, 0.97978)  0.09
H (-6.84173, 4.22149, -0.75700)  0.09
H (-6.09030, 5.41276, 0.30308)  0.08
H (-3.72969, 5.08458, 0.14961)  0.12
H (-1.74794, 3.62668, 0.29351)  0.10
B (-3.56432, -4.05908, -0.78067)  -0.41
N (-2.70168, -4.55122, 0.42799)  -0.09
C (-2.97866, -5.46602, 1.36179)  -0.08
C (-1.91571, -5.54145, 2.24628)  -0.06
C (-1.00706, -4.60474, 1.75858)  -0.17
N (-1.47974, -4.01621, 0.66085)  -0.08
N (-2.85306, -4.42664, -2.11822)  -0.09
C (-3.10466, -5.41200, -2.98649)  -0.08
C (-2.17005, -5.35288, -4.00694)  -0.06
C (-1.36443, -4.26837, -3.66039)  -0.18
N (-1.77772, -3.71764, -2.52127)  -0.08
H (-4.63106, -4.60327, -0.73308)  0.08
H (-3.62846, -2.84320, -0.72439)  0.06
H (-3.91936, -5.99024, 1.33341)  0.12
H (-1.82699, -6.16798, 3.11550)  0.09
H (-0.05255, -4.29683, 2.15832)  0.10
H (-3.94076, -6.07084, -2.82209)  0.12
H (-2.10534, -5.97993, -4.87822)  0.09
H (-0.52950, -3.83825, -4.19356)  0.11
N (2.59519, -5.75254, -1.53509)  0.02
C (1.41369, -4.90347, -1.53900)  -0.14
C (1.79318, -3.50240, -1.97495)  -0.53
O (3.01159, -3.38191, -2.45338)  0.14
O (1.03543, -2.55266, -1.90983)  -0.07
H (2.40810, -6.67021, -1.91226)  0.10
H (2.97702, -5.86717, -0.60588)  0.10
H (3.41012, -4.28399, -2.36275)  0.11
H (0.87237, -4.84598, -0.59058)  0.12
H (0.68370, -5.25554, -2.27225)  0.12
C (-0.08552, 3.69453, -4.41540)  -0.08
C (-1.40340, 3.35007, -5.10096)  -0.41
C (-1.18614, 2.42335, -6.29141)  -0.07
C (-2.44193, 2.78137, -4.13895)  -0.10
N (-2.06226, 1.48361, -3.58029)  -0.09
C (-1.11677, 1.15194, -2.69858)  -0.16
N (-1.17222, -0.14329, -2.49775)  -0.03
N (-2.17866, -0.59692, -3.28352)  0.00
N (-2.71632, 0.36319, -3.92467)  0.08
H (0.52428, 4.32323, -5.06468)  0.09
H (0.50182, 2.79644, -4.20414)  0.07
H (-0.23218, 4.23320, -3.47661)  0.07
H (-1.85020, 4.28251, -5.46069)  0.14
H (-0.79121, 1.45725, -5.96749)  0.08
H (-0.46590, 2.85296, -6.98747)  0.08
H (-2.11276, 2.23807, -6.83538)  0.08
H (-3.38225, 2.59066, -4.65362)  0.13
H (-2.63783, 3.45181, -3.30045)  0.13
H (-0.43941, 1.84382, -2.22628)  0.12

The calculation puts the HOMO energy at -10.635 eV. As for the charge: +1. Its gap between HOMO and LUMO is 8.332 eV.